No. 1
Below is 2 unconnected molecules or ions with the total composition C3H8NO at a distorted geometry, with properties calculated with wB97M-V/def2-TZVPD.

```
13
Properties=species:S:1:pos:R:3
C -1.779 -1.749 0.342
N -2.603 -0.655 0.516
H -0.875 -1.754 0.915
H -1.822 -2.315 -0.561
H -3.532 -0.623 0.141
H -2.356 -0.034 1.260
O 0.775 -0.102 -0.091
C 1.699 0.478 -0.605
C 2.035 1.897 -0.244
H 2.158 0.059 -1.518
H 2.956 2.255 -0.703
H 1.207 2.566 -0.483
H 2.150 2.045 0.834
```

Values from the calculation:
Spin multiplicity   2
Net charge   0
Largest force on an atom   1.6 eV/A
M   74.10 u
<S²>   0.7531
Electronic energy   -249.00628 hartree



No. 2
Below is 2 unconnected molecules or ions with the total composition C10H16 at a distorted geometry, with properties calculated with wB97M-V/def2-TZVPD.

```
26
Properties=species:S:1:pos:R:3
C -0.935 2.336 -3.302
C -1.827 1.500 -2.357
C -1.003 0.745 -1.386
C -1.673 -0.607 -1.169
C -0.869 -1.616 -0.799
C 0.401 -1.266 -0.100
C 0.961 0.013 -0.191
C 0.259 0.949 -0.960
H -1.411 3.017 -4.021
H -0.373 1.665 -3.935
H -0.307 3.078 -2.749
H -2.579 2.067 -1.794
H -2.550 0.869 -2.962
H -2.682 -0.749 -1.505
H -1.035 -2.602 -1.106
H 0.701 -2.038 0.713
H 1.962 0.290 0.292
H 0.665 1.988 -0.967
C 1.146 -1.248 2.945
C 2.014 -1.028 4.132
H 0.364 -1.873 3.418
H 0.752 -0.359 2.412
H 1.431 -1.896 2.178
H 1.441 -0.657 5.021
H 2.345 -2.155 4.288
H 2.803 -0.420 3.904
```

Values from the calculation:
SMILES string   CCc1ccccc1.CC
Net charge   0
Largest force on an atom   5.1 eV/A
M   136.24 u
Electronic energy   -390.52504 hartree



No. 3
Below is a single C3H9NP2 molecule at a distorted geometry, with properties calculated with wB97M-V/def2-TZVPD.

```
15
Properties=species:S:1:pos:R:3
C -1.213 0.820 0.461
C -0.021 0.339 1.252
C 0.960 0.459 -1.607
N 1.149 -1.803 0.354
P -1.922 -0.635 -0.513
P 1.343 -0.264 0.128
H -2.148 1.151 1.178
H -1.248 1.749 -0.268
H 0.127 1.178 1.954
H -0.164 -0.542 1.866
H 1.780 0.215 -2.146
H 0.828 1.518 -1.240
H 0.178 -0.195 -1.863
H 1.894 -2.415 0.068
H -1.543 -1.574 0.375
```

Values from the calculation:
Net charge   0
Largest force on an atom   4.8 eV/A
M   121.06 u
Electronic energy   -857.00504 hartree



No. 4
Below is a single C5H9N3O2S molecule at a distorted geometry, with properties calculated with wB97M-V/def2-TZVPD.

```
20
Properties=species:S:1:pos:R:3
C -1.809 -0.089 0.483
C -1.307 0.759 -0.507
C 0.681 0.707 0.711
C 0.841 -0.345 2.821
C -1.213 -0.368 -2.938
N -1.267 -0.249 1.673
N 0.089 0.077 1.676
N 1.979 0.925 0.567
O 0.810 1.253 -2.119
O 0.631 -0.953 -1.229
S -0.100 0.214 -1.668
H -2.763 -0.497 0.478
H 1.103 -1.359 2.627
H 1.647 0.387 2.971
H 0.182 -0.274 3.623
H -0.488 -0.710 -3.836
H -1.818 -1.294 -2.497
H -1.985 0.348 -3.267
H 2.158 1.414 -0.265
H 2.628 0.054 0.697
```

Values from the calculation:
Net charge   0
Largest force on an atom   4.1 eV/A
M   175.21 u
Electronic energy   -908.62964 hartree



No. 5
Below is a molecular structure, C10H14BEuFN6 at a distorted geometry, with properties calculated with wB97M-V/def2-TZVPD.

```
33
Properties=species:S:1:pos:R:3
H 2.370 -0.186 2.390
N 0.683 -1.076 1.402
B -1.641 -2.302 1.074
N -0.330 -1.909 1.866
C -0.106 -2.211 3.157
Eu 0.101 -0.188 -1.279
H -0.782 -2.873 3.679
C 1.040 -1.539 3.572
H 1.465 -1.554 4.559
C 1.505 -0.836 2.450
H -2.309 -3.086 1.691
C -1.851 0.184 -2.766
H -1.065 0.423 -3.518
H -2.605 0.961 -2.693
H -2.276 -0.815 -2.938
N -1.201 -2.921 -0.281
N -2.459 -0.975 0.896
N -0.258 -2.243 -1.100
N -1.856 0.056 0.168
C -1.540 -4.081 -0.863
C -3.701 -0.597 1.261
H -2.250 -4.737 -0.376
H -4.328 -1.261 1.845
C -0.813 -4.237 -2.050
C -3.947 0.681 0.742
C -0.013 -3.090 -2.157
C -2.773 1.041 0.048
H -0.837 -5.077 -2.723
H -4.847 1.263 0.821
H 0.714 -2.806 -2.910
H -2.578 1.882 -0.599
H 2.089 -0.610 0.267
F 2.416 -0.166 -0.533
```

Values from the calculation:
Spin multiplicity   8
Net charge   0
Largest force on an atom   3.5 eV/A
M   400.04 u
<S²>   15.7733
Electronic energy   -1552.93589 hartree



No. 6
Below is 8 unconnected molecules or ions with the total composition C36H78F2N4O14 at a distorted geometry, with properties calculated with wB97M-V/def2-TZVPD.

```
134
Properties=species:S:1:pos:R:3
C -2.351 3.628 -4.593
N -1.094 3.055 -5.172
C -1.424 1.638 -5.645
C -0.793 3.868 -6.434
C 0.112 3.123 -4.192
C 0.035 2.188 -3.034
O -1.131 2.135 -2.297
H -2.189 4.535 -4.012
H -2.661 2.933 -3.812
H -3.201 3.634 -5.276
H -2.477 1.583 -5.919
H -1.339 0.921 -4.828
H -0.877 1.379 -6.552
H -1.659 4.031 -7.076
H -0.050 3.259 -6.950
H -0.400 4.832 -6.110
H 0.087 4.165 -3.871
H 1.064 2.955 -4.695
H 0.875 2.410 -2.376
H 0.005 1.150 -3.366
H -0.994 1.478 -1.610
C -6.098 1.192 1.724
N -4.662 1.736 1.685
C -3.746 0.422 1.761
C -4.367 2.494 0.335
C -4.376 2.759 2.841
C -5.004 4.142 2.743
O -6.442 4.002 2.980
H -6.289 0.763 2.707
H -6.202 0.444 0.939
H -6.757 2.026 1.480
H -2.707 0.744 1.818
H -3.775 -0.178 0.851
H -3.957 -0.173 2.649
H -4.690 1.770 -0.412
H -3.278 2.465 0.300
H -4.753 3.512 0.279
H -3.288 2.835 2.842
H -4.610 2.330 3.815
H -4.819 4.628 1.785
H -4.624 4.840 3.488
H -6.584 4.467 3.808
C 2.971 4.252 1.244
N 1.698 3.620 1.597
C 1.977 2.091 1.687
C 1.089 4.160 2.900
C 0.619 3.807 0.516
C -0.708 3.243 0.960
O -1.478 4.252 1.515
H 3.762 4.133 1.984
H 2.933 5.322 1.042
H 3.401 3.680 0.422
H 2.026 1.779 0.644
H 1.093 1.613 2.111
H 2.849 1.957 2.326
H 0.639 5.134 2.707
H 1.885 4.289 3.633
H 0.289 3.558 3.331
H 1.105 3.391 -0.367
H 0.540 4.894 0.493
H -0.943 2.336 1.518
H -1.246 2.983 0.049
H -1.431 5.102 1.072
C -1.322 -1.644 1.349
C -0.477 -0.789 0.290
C 0.187 -1.630 -0.841
O -1.245 0.240 -0.294
H -0.622 -2.324 1.834
H -2.129 -2.200 0.870
H -1.748 -1.131 2.211
H 0.297 -0.227 0.812
H -0.564 -2.171 -1.418
H 0.885 -2.343 -0.401
H 0.631 -0.997 -1.609
C 6.272 0.570 1.836
C 5.980 -0.982 1.941
C 6.620 -1.545 3.257
C 5.990 -2.939 3.547
C 4.517 -2.891 3.774
C 3.714 -2.417 2.549
N 4.461 -1.148 2.066
O 3.938 -0.789 0.901
C 3.700 -3.647 1.603
C 2.260 -2.274 2.982
C 6.720 -1.775 0.890
H 5.935 1.054 0.920
H 7.273 0.841 2.174
H 5.631 0.980 2.617
H 7.702 -1.447 3.339
H 6.513 -0.944 4.159
H 6.376 -3.291 4.503
H 6.343 -3.846 3.056
H 4.396 -2.224 4.628
H 4.235 -3.918 4.008
H 4.611 -4.233 1.478
H 3.054 -4.458 1.940
H 3.268 -3.404 0.632
H 2.055 -3.053 3.715
H 2.151 -1.242 3.314
H 1.519 -2.409 2.194
H 7.767 -1.488 0.979
H 6.309 -1.721 -0.119
H 6.735 -2.854 1.040
H 4.505 -1.291 0.311
C -1.187 -5.179 2.994
C -0.602 -6.586 2.943
O 0.096 -6.588 1.783
C -0.331 -5.595 0.998
O 0.286 -5.303 -0.049
O -1.324 -4.912 1.639
H -0.501 -4.377 3.268
H -2.197 -5.250 3.397
H -1.372 -7.358 2.945
H 0.014 -6.825 3.810
C 0.469 -4.044 -3.257
C -0.490 -5.018 -4.047
O -1.389 -4.114 -4.677
C -0.711 -2.968 -4.813
O -1.209 -2.161 -5.531
O 0.385 -2.856 -3.996
F -1.064 -5.664 -3.090
H 1.495 -4.362 -3.440
H 0.360 -3.933 -2.178
H -0.127 -5.687 -4.827
C -3.165 -0.035 -2.976
C -3.733 -1.195 -2.189
O -3.953 -2.116 -3.171
C -4.048 -1.531 -4.345
O -4.384 -2.154 -5.324
O -3.766 -0.227 -4.205
F -4.884 -0.955 -1.585
H -2.078 0.015 -3.037
H -3.552 0.909 -2.594
H -3.056 -1.646 -1.464
```

Values from the calculation:
Spin multiplicity   2
Net charge   +1
Largest force on an atom   4.4 eV/A
M   829.03 u
<S²>   0.7504
Electronic energy   -2889.92601 hartree



No. 7
Below is a molecular structure, C33H54AsIrO2Si4 at a distorted geometry, with properties calculated with wB97M-V/def2-TZVPD.

```
95
Properties=species:S:1:pos:R:3
Ir -0.819 -0.760 0.277
C -1.968 -4.979 -0.566
C -1.899 -3.634 0.161
C -3.298 -3.212 0.600
C -1.256 -2.568 -0.724
H -2.447 -5.743 0.051
H -0.971 -5.336 -0.833
H -2.545 -4.886 -1.490
H -1.274 -3.762 1.052
H -3.957 -3.123 -0.268
H -3.291 -2.241 1.098
H -3.744 -3.938 1.283
H -1.858 -2.374 -1.619
H -0.274 -2.910 -1.079
C -1.627 -0.296 -3.835
Si -1.128 1.310 -2.995
C 0.742 1.452 -3.159
C -1.899 2.728 -3.959
Si -1.735 1.238 -0.736
Si -4.069 1.262 -0.692
C -4.755 -0.136 -1.756
C -4.821 2.875 -1.294
C -4.713 0.988 1.058
Si -0.888 3.190 0.228
C -1.244 3.207 2.079
C 0.994 3.191 0.034
C -1.520 4.812 -0.480
H -1.261 -0.318 -4.865
H -2.710 -0.426 -3.857
H -1.201 -1.149 -3.304
H 1.059 1.194 -4.173
H 1.221 0.770 -2.457
H 1.084 2.467 -2.943
H -1.545 2.683 -4.993
H -1.625 3.703 -3.552
H -2.988 2.669 -3.977
H -4.845 0.168 -2.801
H -5.748 -0.433 -1.409
H -4.108 -1.014 -1.721
H -4.543 3.111 -2.321
H -4.526 3.717 -0.667
H -5.911 2.792 -1.249
H -4.337 0.047 1.463
H -5.805 0.945 1.072
H -4.397 1.790 1.729
H -0.948 2.260 2.535
H -2.306 3.358 2.286
H -0.686 4.009 2.570
H 1.373 2.168 0.000
H 1.476 3.710 0.867
H 1.293 3.688 -0.891
H -2.600 4.926 -0.384
H -1.267 4.926 -1.535
H -1.044 5.629 0.070
O 1.172 -0.505 -0.333
As 2.613 -0.726 0.528
C 2.604 -2.356 1.496
C 2.004 -3.457 0.894
C 1.920 -4.649 1.594
C 2.431 -4.732 2.882
C 3.031 -3.631 3.475
C 3.115 -2.433 2.783
C 2.981 0.732 1.702
C 4.056 1.576 1.445
C 4.259 2.686 2.253
C 3.394 2.948 3.304
C 2.329 2.096 3.565
C 2.120 0.983 2.768
C 3.988 -0.763 -0.788
C 3.953 0.187 -1.808
C 4.929 0.165 -2.790
C 5.929 -0.800 -2.756
C 5.957 -1.746 -1.742
C 4.983 -1.731 -0.752
H 1.586 -3.380 -0.102
H 1.445 -5.508 1.139
H 2.353 -5.662 3.431
H 3.418 -3.700 4.482
H 3.559 -1.564 3.253
H 4.726 1.381 0.618
H 5.090 3.350 2.053
H 3.552 3.818 3.928
H 1.657 2.299 4.389
H 1.297 0.316 2.975
H 3.161 0.926 -1.848
H 4.905 0.895 -3.588
H 6.687 -0.816 -3.527
H 6.732 -2.500 -1.723
H 4.997 -2.472 0.038
C -1.987 -0.557 3.235
C -0.903 -1.159 2.357
O -0.115 -1.948 2.853
H -1.562 -0.329 4.216
H -2.767 -1.310 3.376
H -2.439 0.329 2.796
```

Values from the calculation:
Spin multiplicity   5
Net charge   0
Largest force on an atom   1.1 eV/A
M   862.28 u
<S²>   6.0073
Electronic energy   -4938.33633 hartree



No. 8
Below is 2 unconnected molecules or ions with the total composition C2HF2NO3 at a distorted geometry, with properties calculated with wB97M-V/def2-TZVPD.

```
9
Properties=species:S:1:pos:R:3
C -0.541 0.777 1.013
C -0.354 -0.099 -0.130
N 0.931 -1.012 -0.447
O 1.908 -0.825 0.228
O 0.070 0.881 2.009
O 0.611 -1.795 -1.303
F 0.051 1.392 -1.239
F -1.272 -0.633 -0.777
H -1.404 1.314 0.646
```

Values from the calculation:
Net charge   0
Largest force on an atom   6.5 eV/A
M   125.03 u
Electronic energy   -556.78992 hartree



No. 9
Below is 3 unconnected molecules or ions with the total composition C52H65N5O9PSi at a distorted geometry, with properties calculated with wB97M-V/def2-TZVPD.

```
133
Properties=species:S:1:pos:R:3
C -3.634 6.922 -2.920
C -2.630 5.830 -3.649
O -1.921 6.189 -4.753
O -2.574 4.443 -3.088
C -2.636 3.494 -4.243
C -2.878 1.917 -3.743
C -4.193 1.769 -2.776
C -4.150 0.414 -1.798
C -2.827 0.581 -0.845
C -2.884 -0.286 0.562
C -1.502 0.154 1.397
C -1.707 0.222 3.016
C -2.185 1.658 3.626
N -3.687 1.775 3.324
C -4.227 3.139 3.689
N -5.534 3.457 3.385
C -6.549 2.549 2.727
C -6.923 3.246 1.271
O -8.290 2.932 0.828
Si -8.681 3.693 -0.707
C -8.759 2.424 -2.204
C -10.440 4.564 -0.707
C -7.427 5.064 -1.266
N -3.347 4.165 4.364
C -2.014 4.350 3.606
C -1.002 5.081 4.656
C -1.766 6.125 5.718
N -1.603 7.489 5.709
P -2.444 5.670 2.239
O -2.151 7.154 2.693
C -1.469 2.982 2.896
N 0.001 2.852 2.689
C 0.794 2.343 3.847
C 0.649 3.931 1.884
C 0.388 3.886 0.232
O 1.464 4.903 2.303
H -4.603 7.017 -3.596
H -3.040 7.956 -2.876
H -3.904 6.624 -1.814
H -1.552 3.536 -4.727
H -3.428 3.846 -5.030
H -2.979 1.287 -4.752
H -1.864 1.586 -3.262
H -4.191 2.690 -2.020
H -5.170 1.743 -3.423
H -4.063 -0.577 -2.431
H -5.091 0.450 -1.093
H -2.704 1.722 -0.536
H -1.829 0.247 -1.404
H -2.828 -1.437 0.302
H -3.863 -0.131 1.184
H -1.009 1.093 0.904
H -0.747 -0.749 1.194
H -2.542 -0.584 3.288
H -0.743 -0.120 3.617
H -2.028 1.760 4.798
H -3.716 1.759 2.262
H -5.873 4.437 3.626
H -7.549 2.492 3.336
H -6.171 1.468 2.489
H -6.698 4.410 1.356
H -6.152 2.814 0.475
H -7.801 2.598 -2.889
H -8.819 1.314 -1.815
H -9.684 2.673 -2.912
H -10.576 5.127 -1.751
H -11.258 3.732 -0.594
H -10.501 5.357 0.152
H -6.299 4.701 -1.257
H -7.635 5.399 -2.390
H -7.495 6.048 -0.616
H -3.888 5.076 4.257
H -0.166 5.762 4.143
H -0.410 4.333 5.374
H -2.482 5.658 6.540
H -0.919 7.673 4.933
H -3.897 5.591 2.033
H -1.853 5.373 0.960
H -1.959 2.983 1.804
H 1.786 2.967 4.071
H 1.172 1.244 3.588
H 0.230 2.274 4.876
H -0.031 4.918 -0.176
H -0.443 3.082 -0.040
H 1.347 3.596 -0.373
C 2.251 0.204 1.050
C 2.695 0.102 -0.269
C 3.653 -0.853 -0.612
C 4.179 -1.702 0.369
C 3.754 -1.584 1.692
C 2.779 -0.637 2.031
C 4.338 -2.441 2.744
O 3.962 -2.340 3.906
C 5.387 -3.413 2.378
C 5.990 -4.191 3.375
C 6.974 -5.123 3.035
C 7.349 -5.287 1.702
C 6.754 -4.509 0.708
C 5.777 -3.564 1.048
C 5.179 -2.721 -0.006
O 5.512 -2.861 -1.177
H 1.498 0.942 1.315
H 2.293 0.766 -1.031
H 3.990 -0.930 -1.644
H 2.432 -0.548 3.059
H 5.700 -4.072 4.417
H 7.445 -5.722 3.811
H 8.110 -6.018 1.436
H 7.056 -4.639 -0.330
C 5.357 -6.364 -3.940
C 5.800 -6.465 -5.259
C 6.759 -7.420 -5.602
C 7.285 -8.269 -4.621
C 6.860 -8.151 -3.298
C 5.885 -7.204 -2.959
C 7.444 -9.008 -2.246
O 7.068 -8.908 -1.084
C 8.493 -9.981 -2.612
C 9.096 -10.759 -1.616
C 10.080 -11.690 -1.955
C 10.455 -11.854 -3.288
C 9.860 -11.077 -4.282
C 8.883 -10.131 -3.942
C 8.285 -9.288 -4.996
O 8.618 -9.428 -6.167
H 4.604 -5.626 -3.675
H 5.399 -5.801 -6.021
H 7.096 -7.497 -6.634
H 5.538 -7.116 -1.931
H 8.806 -10.639 -0.573
H 10.551 -12.290 -1.179
H 11.216 -12.585 -3.554
H 10.162 -11.207 -5.320
```

Values from the calculation:
Net charge   +1
Largest force on an atom   9.3 eV/A
M   963.18 u
Electronic energy   -3601.65297 hartree



No. 10
Below is a single C3H7NOS molecule at a distorted geometry, with properties calculated with wB97M-V/def2-TZVPD.

```
13
Properties=species:S:1:pos:R:3
C 0.589 0.894 0.256
C 1.249 0.516 -1.082
C -0.721 0.916 0.531
N -1.718 -1.252 0.693
O -3.250 0.726 -0.208
S -1.965 0.051 -0.453
H 1.334 1.083 0.982
H 0.582 -0.061 -1.667
H 2.183 0.055 -0.860
H 1.477 1.593 -1.526
H -1.200 1.448 1.388
H -2.371 -1.988 0.494
H -0.768 -1.484 0.509
```

Values from the calculation:
Net charge   0
Largest force on an atom   3.6 eV/A
M   105.16 u
Electronic energy   -646.60644 hartree